Entry w
ORCA calculation (ωB97M-V/def2-TZVPD) on a structure of composition C17H38AlBBrCl17NO.

ORCA input file:
```
! RIJCOSX wB97M-V def2-TZVPD def2/J DEFGRID3
* xyz -1 1
C 1.45 -5.13 0.74
C 1.62 -3.72 0.01
C 2.44 -4.06 -1.32
C 2.39 -2.71 0.97
Al 1.87 -0.74 0.78
Br -0.14 -0.38 2.14
C 3.33 0.45 1.65
C 4.75 -0.01 1.10
C 5.42 1.12 0.20
Cl 5.70 0.41 -1.47
B 1.66 -0.04 -1.18
O 1.75 -0.96 -2.30
N 1.44 1.41 -1.53
C 0.03 1.70 -1.85
C 2.18 1.69 -2.81
H 2.45 -5.63 0.74
H 1.13 -5.03 1.81
H 0.77 -5.78 0.13
H 0.60 -3.35 -0.23
H 3.38 -3.48 -1.33
H 1.75 -3.85 -2.18
H 2.67 -5.16 -1.37
H 3.49 -2.91 0.88
H 2.12 -3.00 2.02
H 3.19 1.51 1.34
H 3.24 0.32 2.76
H 5.42 -0.25 1.96
H 4.63 -0.93 0.46
H 6.40 1.37 0.66
H 4.83 2.06 0.14
H 2.64 -1.34 -2.24
H -0.67 1.32 -1.06
H -0.31 1.26 -2.83
H -0.10 2.81 -1.96
H 2.27 2.79 -3.00
H 1.68 1.20 -3.69
H 3.21 1.25 -2.76
C -3.24 -2.00 0.92
Cl -4.23 -3.19 1.79
Cl -1.99 -2.79 -0.04
H -3.88 -1.43 0.26
H -2.76 -1.35 1.64
C 5.30 4.31 2.88
Cl 4.35 3.06 3.69
Cl 6.63 3.60 1.95
H 4.65 4.86 2.21
H 5.71 4.98 3.63
C -3.46 1.65 -3.47
Cl -2.13 2.81 -3.43
Cl -3.35 0.42 -2.21
H -4.39 2.19 -3.34
H -3.46 1.16 -4.44
C -7.26 1.94 -2.02
Cl -6.31 3.42 -2.26
Cl -6.41 0.79 -0.99
H -8.20 2.21 -1.56
H -7.44 1.48 -2.99
C 2.68 7.31 4.21
Cl 4.40 7.72 4.16
Cl 2.40 5.60 3.86
H 2.29 7.54 5.20
H 2.16 7.91 3.47
C 6.93 -3.36 -2.47
Cl 7.18 -5.01 -3.08
Cl 5.23 -3.05 -2.14
H 7.50 -3.24 -1.55
H 7.28 -2.65 -3.22
C -8.03 -2.63 -0.42
Cl -9.33 -1.94 0.56
Cl -8.08 -2.00 -2.07
H -7.07 -2.37 0.02
H -8.14 -3.71 -0.45
C -11.15 0.19 3.25
Cl -10.75 1.88 2.92
Cl -12.82 0.01 3.80
H -11.02 -0.38 2.33
H -10.48 -0.18 4.02
*
```

The calculation puts the HOMO energy at -4.497 eV. Its molar mass is 992.896 g/mol. As for the orbital gap: 6.23 eV.

Per-atom Löwdin charges, elementary charge units: -0.120 -0.446 -0.128 -0.235 0.043 0.167 -0.295 -0.321 -0.574 0.488 -0.520 0.005 -0.158 -0.222 -0.133 0.068 0.064 0.067 0.048 -0.083 0.076 0.071 0.053 0.048 0.026 0.028 0.098 0.040 0.007 0.058 0.047 0.073 0.033 0.045 0.084 0.083 0.048 -1.041 0.475 0.535 -0.006 -0.040 -1.044 0.526 0.553 0.005 -0.001 -0.987 0.592 0.521 -0.063 0.030 -0.996 0.546 0.489 0.027 0.029 -1.005 0.507 0.542 0.024 0.025 -1.002 0.491 0.605 0.029 0.025 -1.016 0.504 0.489 0.007 0.029 -1.038 0.498 0.493 -0.019 0.029


Entry x
ORCA calculation (ωB97M-V/def2-TZVPD) on a structure of composition C17H38AlBBrCl17NO.

ORCA input file:
```
! RIJCOSX wB97M-V def2-TZVPD def2/J DEFGRID3
* xyz -1 1
C -1.75 -4.11 2.54
C -0.61 -3.42 1.79
C 0.38 -4.52 1.38
C 0.05 -2.38 2.70
Al 0.80 -0.73 1.77
Br -1.04 0.85 1.47
C 2.10 0.21 3.03
C 3.10 -0.83 3.59
C 4.53 -0.61 3.09
Cl 5.09 -2.07 2.20
B 1.84 -1.10 -0.04
O 1.90 -2.39 -0.62
N 2.56 -0.02 -0.78
C 1.72 0.47 -1.87
C 3.77 -0.57 -1.39
H -1.31 -4.78 3.26
H -2.37 -3.42 3.09
H -2.32 -4.73 1.86
H -1.05 -2.96 0.92
H 1.35 -4.30 1.79
H 0.39 -4.57 0.30
H 0.05 -5.48 1.73
H 0.77 -2.89 3.33
H -0.71 -2.02 3.38
H 2.67 0.94 2.47
H 1.53 0.68 3.81
H 3.09 -0.78 4.67
H 2.80 -1.82 3.29
H 5.17 -0.47 3.93
H 4.62 0.25 2.46
H 2.30 -2.97 0.04
H 0.72 0.70 -1.53
H 1.62 -0.24 -2.68
H 2.16 1.35 -2.30
H 4.42 0.23 -1.74
H 3.55 -1.22 -2.23
H 4.31 -1.17 -0.68
C -3.53 0.06 -1.02
Cl -5.29 0.01 -0.77
Cl -2.79 -1.52 -0.83
H -3.34 0.41 -2.03
H -3.09 0.72 -0.29
C 5.09 3.44 4.27
Cl 3.38 3.18 4.62
Cl 6.05 1.98 4.54
H 5.19 3.73 3.23
H 5.46 4.23 4.91
C -0.51 0.69 -5.17
Cl 1.08 1.32 -4.69
Cl -1.51 0.13 -3.82
H -1.05 1.47 -5.68
H -0.35 -0.16 -5.83
C -4.11 2.65 -6.12
Cl -2.62 3.60 -6.17
Cl -4.33 1.83 -4.57
H -4.95 3.31 -6.27
H -4.07 1.90 -6.90
C 4.27 7.40 2.87
Cl 5.79 7.19 3.75
Cl 3.28 5.94 2.90
H 3.71 8.21 3.33
H 4.50 7.64 1.84
C 4.74 -5.62 3.11
Cl 4.47 -7.37 3.24
Cl 3.43 -4.81 2.25
H 4.81 -5.20 4.11
H 5.66 -5.45 2.57
C -7.35 -0.51 -4.24
Cl -8.50 0.84 -4.26
Cl -6.45 -0.61 -5.76
H -6.65 -0.35 -3.44
H -7.90 -1.43 -4.10
C -10.10 4.28 -3.45
Cl -8.91 5.51 -3.88
Cl -11.75 4.80 -3.83
H -9.89 3.38 -4.01
H -10.03 4.08 -2.39
*
```

The calculation puts the HOMO energy at -4.350 eV. Its molar mass is 992.896 g/mol. As for the orbital gap: 6.12 eV.

Per-atom Löwdin charges, elementary charge units: -0.102 -0.488 -0.108 -0.227 0.066 0.202 -0.279 -0.333 -0.582 0.530 -0.546 0.039 -0.149 -0.191 -0.119 0.067 0.064 0.067 0.067 -0.060 0.073 0.063 0.047 0.041 0.022 0.024 0.095 0.029 0.001 0.049 0.053 0.064 0.034 0.040 0.077 0.073 0.051 -1.059 0.492 0.531 -0.063 -0.059 -1.044 0.524 0.549 0.005 0.002 -0.982 0.587 0.550 -0.044 0.025 -1.002 0.535 0.506 0.024 0.026 -1.008 0.501 0.543 0.022 0.023 -1.011 0.490 0.584 0.026 0.020 -1.018 0.504 0.494 -0.019 0.027 -1.036 0.500 0.493 -0.021 0.027


Relative energy of each structure, in hartree: entry w 0.0360; entry x 0.0000.


Entry w
ORCA calculation (ωB97M-V/def2-TZVPD) on a cluster of 2 separate species, C6H6N2OS in total.

ORCA input file:
```
! RIJCOSX wB97M-V def2-TZVPD def2/J DEFGRID3
* xyz 0 1
N -0.20 0.03 -3.11
C -0.19 0.69 -2.18
C -0.08 1.30 -0.95
C 0.90 2.16 -0.51
S 0.62 2.70 1.13
C -0.82 1.71 1.10
N -1.03 0.99 0.03
H 1.82 2.37 -0.94
H -1.33 1.51 2.00
C -0.72 -1.98 0.20
C 0.23 -1.77 1.02
O 1.56 -1.81 0.66
H -0.60 -2.37 -0.77
H -1.76 -2.16 0.58
H -0.08 -1.47 2.01
H 1.67 -1.92 -0.29
*
```

The calculation puts the HOMO energy at -9.026 eV. Its molar mass is 154.194 g/mol. As for the SMILES: N#Cc1cscn1.C=CO. As for the orbital gap: 9.05 eV.

Per-atom natural (NBO) charges, elementary charge units: -0.273 0.261 -0.044 -0.340 0.420 -0.131 -0.357 0.240 0.219 -0.500 0.132 -0.696 0.194 0.209 0.182 0.484


Entry x
ORCA calculation (ωB97M-V/def2-TZVPD) on a structure of composition C6H6N2OS.

ORCA input file:
```
! RIJCOSX wB97M-V def2-TZVPD def2/J DEFGRID3
* xyz 0 1
C 0.59 0.61 2.12
C -0.22 0.51 -1.55
C -0.01 -0.18 3.06
C 0.18 0.16 0.85
C 0.47 0.80 -0.44
C -0.49 -0.98 0.69
N -1.06 -0.58 -1.43
N -1.06 -1.40 -2.48
O 1.31 1.83 -0.39
S -1.01 -1.37 2.27
H 1.28 1.38 2.20
H 0.22 0.79 -2.51
H 0.06 0.06 4.18
H -0.21 -1.53 -3.03
H -1.56 -2.24 -2.29
H 1.50 2.15 -1.26
*
```

The calculation puts the HOMO energy (alpha / beta) at -7.531 / -7.578 eV. Its molar mass is 154.194 g/mol. As for the orbital gap (alpha / beta): 7.13 / 7.20 eV.

Per-atom natural (NBO) charges, elementary charge units: -0.262 -0.233 -0.419 -0.289 0.408 -0.222 -0.057 -0.551 -0.644 0.401 0.229 0.185 0.243 0.347 0.384 0.479


Relative energy of each structure, in hartree: entry w 0.0000; entry x 0.1063.


Entry w
ORCA calculation (ωB97M-V/def2-TZVPD) on a cluster of 3 separate species, C3H12NO4 in total.

ORCA input file:
```
! RIJCOSX wB97M-V def2-TZVPD def2/J DEFGRID3
* xyz 0 2
O -0.11 -1.79 -2.06
C 0.09 -1.04 -1.12
O 1.08 -1.45 -0.20
C -0.56 0.25 -0.86
C -2.07 -0.08 -1.22
N -0.40 0.71 0.64
H 1.35 -2.43 -0.43
H -0.01 1.05 -1.53
H -2.69 0.95 -1.14
H -1.96 -0.38 -2.28
H -2.41 -0.93 -0.71
H 0.75 1.03 0.65
H -0.53 -0.09 1.30
H -0.94 1.62 0.70
H 1.91 3.01 0.16
H 2.81 1.93 -0.06
O 1.81 2.06 -0.10
H -0.09 -1.83 2.77
H 1.37 -1.54 2.84
O 0.59 -1.07 2.66
*
```

The calculation puts the HOMO energy (alpha / beta) at -3.073 / -10.541 eV. Its molar mass is 126.132 g/mol. As for the orbital gap (alpha / beta): 3.44 / 10.66 eV.

Per-atom natural (NBO) charges, elementary charge units: -0.607 0.717 -0.741 -0.261 -0.629 -0.904 0.501 0.248 0.216 0.250 0.220 0.447 0.441 0.346 0.426 0.458 -1.103 0.464 0.474 -0.963


Entry x
ORCA calculation (ωB97M-V/def2-TZVPD) on a cluster of 3 separate species, C3H12NO4 in total.

ORCA input file:
```
! RIJCOSX wB97M-V def2-TZVPD def2/J DEFGRID3
* xyz 0 2
C 0.97 1.07 1.11
C 2.10 0.90 0.11
O 3.00 0.00 0.69
N 0.28 -0.20 1.28
C -0.16 -0.93 -0.06
O -1.26 -0.23 -0.37
H 0.39 1.99 0.70
H 1.36 1.35 2.15
H 1.74 0.51 -0.88
H 2.55 1.90 -0.06
H 2.45 -0.70 1.11
H -0.60 -0.07 1.79
H 0.65 -0.80 -0.86
H -0.27 -1.95 0.30
H -2.76 -0.78 0.10
H -3.59 -1.97 -0.06
O -3.76 -1.11 0.26
H -0.39 0.41 -2.87
H -1.38 0.20 -1.64
O -1.31 0.40 -2.79
*
```

The calculation puts the HOMO energy (alpha / beta) at -10.583 / -10.362 eV. Its molar mass is 126.132 g/mol. As for the orbital gap (alpha / beta): 11.03 / 6.57 eV.

Per-atom natural (NBO) charges, elementary charge units: -0.292 -0.073 -0.709 -0.450 0.073 -0.536 0.224 0.240 0.157 0.199 0.470 0.401 0.189 0.179 0.477 0.449 -0.963 0.435 0.470 -0.941


Relative energy of each structure, in hartree: entry w 0.0000; entry x 0.0050.


Entry w
ORCA calculation (ωB97M-V/def2-TZVPD) on the molecule C2H5ClS.

ORCA input file:
```
! RIJCOSX wB97M-V def2-TZVPD def2/J DEFGRID3
* xyz 0 1
C -0.90 0.35 0.65
C 0.43 -0.06 0.03
S 0.19 -1.18 -1.59
Cl 1.28 1.45 -0.42
H -1.36 1.23 0.05
H -1.65 -0.44 0.58
H -0.71 0.69 1.76
H 1.17 -0.60 0.71
H 1.54 -1.44 -1.77
*
```

The calculation puts the HOMO energy at -9.486 eV. Its molar mass is 96.582 g/mol. As for the SMILES: C[C@@H](S)Cl. As for the orbital gap: 10.30 eV.

Per-atom natural (NBO) charges, elementary charge units: -0.663 -0.267 -0.087 -0.058 0.236 0.229 0.235 0.231 0.144


Entry x
ORCA calculation (ωB97M-V/def2-TZVPD) on a structure of composition C2H5ClS.

ORCA input file:
```
! RIJCOSX wB97M-V def2-TZVPD def2/J DEFGRID3
* xyz 0 1
C 0.44 1.14 0.64
C 0.03 -0.45 -0.45
S -0.92 -1.61 0.53
Cl -0.81 0.15 -1.87
H 1.49 1.06 0.83
H 0.14 1.97 0.03
H -0.18 1.00 1.52
H 1.00 -0.84 -0.73
H -1.21 -2.41 -0.50
*
```

The calculation puts the HOMO energy at -9.412 eV. Its molar mass is 96.582 g/mol. As for the orbital gap: 10.31 eV.

Per-atom natural (NBO) charges, elementary charge units: -0.539 -0.388 0.007 -0.037 0.205 0.214 0.206 0.206 0.127


Relative energy of each structure, in hartree: entry w 0.0000; entry x 0.0295.


Entry w
ORCA calculation (ωB97M-V/def2-TZVPD) on a structure of composition C15H23NO3.

ORCA input file:
```
! RIJCOSX wB97M-V def2-TZVPD def2/J DEFGRID3
* xyz 0 1
C 3.06 -3.10 0.89
H 3.99 -3.40 0.54
H 3.27 -2.27 1.68
H 2.50 -3.83 1.25
O 2.75 -2.27 -0.08
C 1.40 -1.85 0.04
C 0.69 -1.95 1.29
C -0.46 -1.03 1.22
C -1.04 -0.47 0.12
C -0.44 -0.50 -1.00
C 0.73 -1.15 -1.35
O 1.57 -1.15 -2.51
C 2.84 -0.39 -2.25
H 2.98 -0.53 -3.47
H 2.62 0.69 -2.18
H 3.41 -1.00 -1.68
O -1.10 0.05 -1.90
C -0.73 -0.13 -3.37
H -1.63 0.49 -4.05
H -0.62 -1.17 -3.71
H 0.26 0.59 -3.67
C -2.54 0.02 0.18
N -2.55 1.61 0.01
H -2.29 1.68 -0.90
C -1.62 2.70 0.79
C -2.05 2.33 2.50
H -2.82 2.76 2.96
H -2.20 1.28 2.56
C -0.75 2.62 3.20
H -0.71 2.37 4.27
H -0.75 3.92 3.09
C 0.49 2.30 2.27
H 0.46 1.18 2.46
H 1.42 2.71 2.56
C -0.10 2.41 0.91
H 0.07 3.44 0.33
H 0.27 1.80 0.17
H -2.22 3.32 0.76
H -3.14 -0.22 -0.54
H -2.97 -0.16 1.10
H -1.17 -1.18 2.36
H 0.99 -2.46 1.98
*
```

The calculation puts the HOMO energy at -7.892 eV. Its molar mass is 265.353 g/mol. As for the orbital gap: 8.62 eV.

Per-atom natural (NBO) charges, elementary charge units: -0.232 0.195 0.157 0.174 -0.512 0.314 -0.350 -0.100 -0.176 0.278 0.167 -0.556 -0.257 0.198 0.199 0.214 -0.512 -0.283 0.205 0.216 0.204 -0.184 -0.644 0.332 0.043 -0.398 0.196 0.176 -0.358 0.217 0.143 -0.427 0.206 0.226 -0.442 0.213 0.226 0.155 0.198 0.195 0.193 0.190


Entry x
ORCA calculation (ωB97M-V/def2-TZVPD) on a structure of composition C15H23NO3.

ORCA input file:
```
! RIJCOSX wB97M-V def2-TZVPD def2/J DEFGRID3
* xyz 0 1
C 4.86 2.41 -0.48
C 4.06 1.81 0.51
C 2.77 1.33 -0.06
C 2.83 0.06 -1.06
C 3.59 -1.29 -0.67
C 2.85 -1.89 0.73
H 3.43 -2.78 1.17
H 2.76 -1.09 1.40
O 1.58 -2.31 0.23
C 0.59 -1.77 0.84
O 0.52 -0.61 1.66
N -0.69 -2.23 0.31
H -0.47 -3.13 -0.49
C -1.85 -1.63 0.66
H -1.84 -1.19 1.44
H -2.70 -2.54 0.79
C -2.19 -0.90 -0.46
C -3.56 -0.10 -0.11
C -4.63 -0.48 -0.66
C -5.96 0.09 -0.16
C -5.96 1.21 0.37
C -4.83 1.85 1.03
C -3.53 1.24 0.61
H -2.64 1.60 1.05
H -4.70 2.84 1.21
H -6.76 1.73 0.70
H -6.86 -0.57 -0.60
H -4.71 -1.34 -1.20
O -2.37 -1.54 -1.59
H -2.57 -0.98 -2.35
H -1.41 0.12 -0.64
H 3.62 -1.86 -1.45
H 4.60 -0.77 -0.20
H 1.76 -0.37 -1.36
H 3.25 0.40 -1.93
H 2.03 1.11 0.84
H 2.09 2.05 -0.71
H 3.65 2.63 1.50
H 4.44 1.09 1.09
H 5.56 3.02 -0.01
H 4.35 3.07 -0.99
H 5.04 1.71 -0.99
*
```

The calculation puts the HOMO energy at -8.890 eV. Its molar mass is 265.353 g/mol. As for the orbital gap: 9.46 eV.

Per-atom natural (NBO) charges, elementary charge units: -0.617 -0.325 -0.431 -0.402 -0.376 -0.080 0.195 0.224 -0.495 0.887 -0.744 -0.627 0.434 -0.214 0.225 0.165 0.153 -0.062 -0.223 -0.170 -0.262 -0.201 -0.175 0.206 0.205 0.205 0.211 0.205 -0.715 0.493 0.137 0.193 0.186 0.197 0.189 0.247 0.211 0.153 0.191 0.213 0.202 0.192


Relative energy of each structure, in hartree: entry w 0.1337; entry x 0.0000.


Entry w
ORCA calculation (ωB97M-V/def2-TZVPD) on a cluster of 2 separate species, C4H6FNO2 in total.

ORCA input file:
```
! RIJCOSX wB97M-V def2-TZVPD def2/J DEFGRID3
* xyz 0 1
C -0.78 0.15 -0.77
C 0.43 -0.06 0.11
O 0.82 -1.38 -0.14
C 0.22 0.27 1.59
O -0.57 1.15 2.00
F 1.25 -0.15 2.29
H -0.74 1.27 -0.98
H -1.77 0.02 -0.23
H -0.78 -0.45 -1.69
H 1.15 0.59 -0.25
H 1.68 -1.58 -0.49
C -0.63 -1.93 1.88
N -1.45 -1.51 1.21
H 0.07 -2.23 2.72
*
```

The calculation puts the HOMO energy at -10.546 eV. Its molar mass is 119.095 g/mol. As for the SMILES: C[C@H](O)C(=O)F.C#N. As for the orbital gap: 11.07 eV.

Per-atom natural (NBO) charges, elementary charge units: -0.628 -0.030 -0.738 0.848 -0.553 -0.327 0.205 0.260 0.230 0.202 0.491 0.082 -0.316 0.272


Entry x
ORCA calculation (ωB97M-V/def2-TZVPD) on the molecule C4H6FNO2.

ORCA input file:
```
! RIJCOSX wB97M-V def2-TZVPD def2/J DEFGRID3
* xyz 0 1
O -2.10 0.65 -1.08
C -2.12 -0.29 -0.25
N -0.94 -0.54 0.66
C -0.17 0.62 0.88
C 1.06 0.72 0.00
O 1.55 1.86 -0.16
C 1.68 -0.37 -0.68
F 1.38 -1.64 -0.21
H -3.09 -1.05 -0.06
H -0.52 -1.45 1.01
H -0.78 1.73 0.58
H 0.22 0.54 1.98
H 1.15 -0.35 -1.65
H 2.69 -0.41 -1.02
*
```

The calculation puts the HOMO energy at -9.495 eV. Its molar mass is 119.095 g/mol. As for the SMILES: O=CNCC(=O)CF. As for the orbital gap: 10.15 eV.

Per-atom natural (NBO) charges, elementary charge units: -0.575 0.530 -0.704 -0.321 0.493 -0.535 -0.063 -0.369 0.155 0.437 0.283 0.234 0.214 0.221


Relative energy of each structure, in hartree: entry w 0.0000; entry x 0.0071.


Entry w
ORCA calculation (ωB97M-V/def2-TZVPD) on a cluster of 2 separate species, BrHNO in total.

ORCA input file:
```
! RIJCOSX wB97M-V def2-TZVPD def2/J DEFGRID3
* xyz -1 1
N -0.17 1.11 0.40
O 0.59 -0.95 -0.27
Br -1.73 1.20 -0.27
H 1.31 -1.36 0.14
*
```

The calculation puts the HOMO energy (alpha / beta) at -2.730 / -2.896 eV. Its molar mass is 110.918 g/mol. As for the orbital gap (alpha / beta): 6.68 / 6.84 eV.

Per-atom natural (NBO) charges, elementary charge units: -0.488 -1.087 0.177 0.399


Entry x
ORCA calculation (ωB97M-V/def2-TZVPD) on a cluster of 2 separate species, BrHNO in total.

ORCA input file:
```
! RIJCOSX wB97M-V def2-TZVPD def2/J DEFGRID3
* xyz -1 1
N 0.90 1.14 0.50
O 0.89 2.09 -0.21
Br 2.57 -0.32 0.04
H -0.17 -0.21 -0.02
*
```

The calculation puts the HOMO energy (alpha / beta) at -3.376 / -3.041 eV. Its molar mass is 110.918 g/mol. As for the orbital gap (alpha / beta): 7.84 / 7.38 eV.

Per-atom natural (NBO) charges, elementary charge units: 0.064 -0.387 -0.554 -0.123


Relative energy of each structure, in hartree: entry w 0.0683; entry x 0.0000.